Entry 1:
{
  "formula": "C33H39BrN2O2Sn",
  "method": "the ωB97M-V functional and the def2-TZVPD basis",
  "species": ["Sn", "Br", "C", "C", "C", "C", "C", "C", "C", "C", "C", "C", "H", "H", "H", "H", "H", "H", "O", "C", "O", "C", "N", "C", "C", "C", "H", "H", "H", "H", "H", "H", "H", "H", "H", "C", "C", "C", "C", "C", "C", "C", "C", "N", "C", "C", "C", "C", "C", "C", "C", "C", "C", "C", "H", "H", "H", "H", "H", "H", "H", "H", "H", "H", "H", "H", "H", "H", "H", "H", "H", "H", "H", "H", "H", "H", "H", "H"],
  "coordinates": [[1.4685, -0.2391, 0.4341], [2.9620, 1.3812, -0.9330], [-0.1237, 3.0572, -0.4570], [0.9604, 4.1042, -0.1707], [-0.4790, 6.3100, -0.0441], [-1.8812, 5.8337, 0.1996], [-2.3239, 4.5212, 0.2200], [-3.5891, 4.0669, 0.7316], [-3.8199, 2.7552, 1.0791], [-2.8375, 1.7380, 1.0348], [-1.6723, 2.1626, 0.4600], [-1.5034, 3.4278, -0.0661], [1.8250, 3.6397, 0.3016], [-0.3834, 6.5228, -1.1165], [-2.5951, 6.6103, 0.4280], [-4.3626, 4.7997, 0.8937], [-4.7922, 2.4877, 1.4646], [-3.0126, 0.7576, 1.4375], [0.2234, 2.2087, -2.7966], [0.3892, 2.9604, -1.9018], [-0.3288, 1.7667, 0.2015], [1.1487, 4.2755, -1.6779], [2.5100, 4.7478, -1.9498], [2.5757, 6.1037, -1.3008], [2.0917, 6.1504, 0.1591], [0.7260, 5.4708, 0.4572], [0.4610, 5.0335, -2.0723], [2.7326, 4.8171, -2.9496], [3.1783, 4.0717, -1.5386], [1.9699, 6.7791, -1.9074], [3.6089, 6.4501, -1.3371], [2.0678, 7.2031, 0.4419], [2.8408, 5.6674, 0.7866], [-0.3918, 7.2783, 0.4561], [0.6222, 5.3733, 1.5387], [-1.2882, -1.5424, 4.4674], [-0.8953, -2.5110, 3.3955], [-0.9159, -3.8893, 3.6185], [-0.5707, -4.7935, 2.6142], [-0.5990, -6.2633, 2.8751], [-0.2031, -4.3189, 1.3693], [-0.1499, -2.9322, 1.0933], [-0.5161, -2.0552, 2.1533], [0.2575, -2.3433, -0.0517], [0.3883, -3.0150, -1.3187], [-0.8514, -3.8359, -1.7186], [-0.6454, -4.4278, -3.1115], [-0.4663, -3.3230, -4.1480], [0.7576, -2.4888, -3.7708], [2.0052, -3.3719, -3.7809], [1.8252, -4.4849, -2.7519], [0.5963, -5.3206, -3.1111], [1.6564, -3.8963, -1.3564], [0.5652, -1.9134, -2.3715], [-1.4941, -2.0630, 5.3966], [-2.1867, -0.9992, 4.1738], [-0.4930, -0.8180, 4.6506], [-1.2104, -4.2575, 4.5874], [-0.8177, -6.4711, 3.9179], [0.3570, -6.7174, 2.6219], [-1.3641, -6.7303, 2.2571], [0.0835, -5.0401, 0.6235], [-0.6081, -0.9876, 1.9369], [-1.7197, -3.1719, -1.7097], [-1.0459, -4.6447, -1.0171], [-1.5253, -5.0278, -3.3614], [-1.3550, -2.6908, -4.2003], [-0.3206, -3.7687, -5.1330], [0.8797, -1.6647, -4.4798], [2.8894, -2.7732, -3.5475], [2.1532, -3.8074, -4.7696], [2.7118, -5.1266, -2.7486], [0.4699, -6.1355, -2.3966], [0.7333, -5.7618, -4.0985], [2.5165, -3.2639, -1.0950], [1.6018, -4.6975, -0.6206], [-0.3068, -1.2516, -2.3391], [1.4559, -1.3108, -2.1085]],
  "forces_ev_per_angstrom": [[-0.5328, -0.3791, 0.3899], [0.1989, -0.0744, -0.3559], [-0.1647, 0.5285, 0.2848], [-0.2640, 0.0033, 0.2293], [0.1684, -0.1480, -0.0381], [-0.0668, 0.4214, 0.0567], [0.0047, -0.9369, 0.0392], [0.1253, 0.2494, -0.0669], [-0.0293, 0.0110, 0.0484], [0.3280, -0.2486, 0.0308], [-0.4264, 1.1063, -0.5193], [-0.0954, -0.2780, 0.0854], [0.1439, -0.0496, -0.1726], [0.0941, 0.1664, -0.0342], [-0.1251, 0.0656, 0.0312], [-0.1532, 0.0772, 0.0604], [-0.0663, 0.0328, 0.0661], [-0.0786, -0.1936, 0.0763], [0.0288, -0.1112, -0.0940], [0.0348, -0.3525, -0.4386], [0.5581, -0.9913, 0.1895], [-0.3651, -0.0373, 0.1847], [0.3085, -0.4805, -0.3751], [0.2743, 0.9400, 0.4090], [-0.1999, -0.1697, 0.0954], [-0.1335, -0.0382, 0.1012], [0.1512, 0.0013, 0.0716], [-0.0538, 0.0053, 0.1398], [-0.1821, 0.2847, -0.1240], [0.0700, -0.2037, -0.1726], [-0.0452, -0.0695, -0.1276], [0.0723, 0.0273, -0.0406], [0.0835, 0.0492, 0.0850], [0.0524, 0.0089, -0.1569], [0.0699, 0.0286, 0.0490], [-0.0393, 0.0368, 0.0392], [0.0966, 0.2585, -0.1764], [0.0799, 0.1743, -0.1716], [0.0632, 0.1117, -0.2218], [-0.0175, -0.1151, -0.0428], [0.0355, -0.3627, 0.0543], [0.1344, 0.4406, -0.0543], [-0.2003, 0.2796, 0.0648], [-0.1200, 0.4459, 0.5789], [0.2512, -0.2588, -0.5363], [-0.0605, 0.0930, 0.0502], [-0.1576, -0.2022, -0.1762], [-0.0148, 0.0654, 0.0974], [0.1279, 0.1673, -0.2854], [-0.0620, 0.0535, 0.0960], [0.3290, -0.2672, -0.1184], [-0.0372, 0.0926, 0.0643], [0.0113, 0.1710, 0.1065], [-0.0503, 0.1698, 0.1141], [-0.0443, 0.0248, 0.1211], [-0.0233, 0.0505, 0.0615], [-0.0465, -0.0038, 0.0090], [-0.0377, -0.0976, 0.1824], [-0.0173, -0.0816, 0.0423], [0.0391, -0.0678, 0.0087], [-0.0451, -0.1204, 0.0167], [0.0338, -0.0064, -0.0725], [0.0223, -0.2006, 0.1177], [-0.0729, -0.0135, 0.0216], [-0.0123, 0.0302, 0.0543], [0.0439, 0.0412, 0.0161], [-0.0602, 0.0091, 0.0015], [-0.0118, 0.0425, -0.0556], [-0.0173, -0.0342, 0.0425], [0.0696, -0.0110, -0.0072], [0.0121, 0.0339, -0.0517], [-0.0461, 0.0435, 0.0074], [0.0182, -0.1093, 0.0279], [-0.0074, -0.0831, -0.0203], [0.0256, -0.1072, -0.0147], [0.0233, 0.0170, 0.0405], [-0.0112, 0.0407, -0.0250], [0.0112, 0.0041, -0.0138]],
  "homo_lumo_gap_ev": [7.3, 5.1],
  "charge": 2,
  "homo_ev": [-13.532, -12.404]
}

---

Entry 2:
{
  "formula": "C32H55N4OP2Sn",
  "method": "the ωB97M-V functional and the def2-TZVPD basis",
  "species": ["C", "C", "C", "C", "C", "H", "H", "H", "N", "P", "P", "C", "H", "H", "C", "O", "C", "H", "C", "C", "C", "C", "C", "H", "H", "H", "C", "H", "H", "H", "C", "H", "H", "H", "C", "H", "H", "H", "C", "H", "H", "H", "C", "H", "H", "H", "C", "H", "H", "H", "C", "H", "H", "H", "C", "H", "H", "H", "C", "H", "H", "H", "C", "H", "H", "H", "C", "H", "H", "H", "Sn", "N", "C", "C", "C", "C", "C", "H", "H", "H", "H", "H", "H", "H", "H", "H", "N", "C", "C", "N", "C", "H", "H", "H", "H"],
  "coordinates": [[-1.2083, 0.9992, -2.1434], [-1.6358, -1.2070, -1.3554], [-1.9159, 0.6813, -3.2774], [-1.9756, -1.6493, -2.6657], [-2.2340, -0.6424, -3.6076], [-2.1040, 1.5036, -3.9353], [-2.2053, -2.7089, -2.8098], [-2.7867, -0.8659, -4.5198], [-1.1121, 0.0782, -1.1573], [0.9719, 2.4378, -0.9838], [-1.2999, -1.5431, 1.4005], [-0.5628, 2.3584, -1.9523], [-0.3536, 2.7642, -2.9423], [-1.2878, 3.0530, -1.5306], [1.9105, 1.6701, 2.5893], [2.6042, 1.7222, 3.5033], [-1.8538, -2.0900, -0.2753], [-1.7038, -3.1588, -0.4745], [-0.1498, -2.7199, 2.6046], [-3.1678, -1.5840, 1.8325], [2.3667, 1.9093, -2.2211], [1.1800, 4.2255, -0.4292], [1.2118, -2.0944, 2.9374], [1.1259, -1.1619, 3.5024], [1.7769, -2.7961, 3.5726], [1.8058, -1.9126, 2.0387], [-0.8820, -2.9562, 3.9218], [-1.0791, -2.0133, 4.4444], [-1.8184, -3.5072, 3.7947], [-0.2480, -3.5610, 4.5838], [0.1138, -4.0292, 1.8664], [0.6931, -4.7163, 2.5054], [-0.8138, -4.5459, 1.5715], [0.7307, -3.8404, 0.9816], [-3.3887, -0.9685, 3.2094], [-2.7530, -0.0835, 3.3627], [-4.4373, -0.6374, 3.2692], [-3.2068, -1.6742, 4.0244], [-3.9379, -0.7384, 0.7883], [-3.4610, 0.2466, 0.6936], [-3.9505, -1.2132, -0.2064], [-4.9956, -0.6192, 1.0622], [-3.5455, -3.0772, 1.7384], [-2.9414, -3.6097, 0.9864], [-3.4347, -3.6434, 2.6742], [-4.5771, -3.1562, 1.3738], [2.5181, 4.3494, 0.3342], [2.5790, 5.3636, 0.7674], [2.5846, 3.6196, 1.1557], [3.3880, 4.2209, -0.3322], [0.0345, 4.5847, 0.5370], [-0.9440, 4.5822, 0.0320], [-0.0117, 3.9102, 1.4013], [0.2007, 5.6064, 0.9208], [1.1219, 5.2238, -1.5986], [0.2781, 5.0226, -2.2734], [0.9793, 6.2367, -1.1845], [2.0456, 5.2546, -2.1852], [1.8398, 0.7667, -3.0951], [1.0877, 1.1163, -3.8133], [2.6771, 0.3442, -3.6690], [1.4225, -0.0398, -2.4810], [3.5729, 1.4218, -1.3907], [3.3137, 0.5227, -0.8091], [4.3834, 1.1593, -2.1084], [3.9564, 2.1958, -0.7031], [2.8296, 3.0574, -3.1212], [2.0058, 3.5197, -3.6812], [3.3863, 3.8273, -2.5746], [3.5264, 2.6376, -3.8597], [-0.0753, 0.7696, 0.7546], [2.0290, -1.0729, -0.1618], [2.3546, -1.9991, -0.8100], [2.3222, -3.3539, -1.5176], [0.9780, -4.1547, -1.5141], [2.4919, -2.9113, -2.9832], [3.4223, -4.1838, -0.8277], [0.6253, -4.5501, -0.5527], [0.1321, -3.6274, -1.9925], [1.1555, -5.0615, -2.1238], [3.1838, -2.0793, -3.2346], [2.6764, -3.6706, -3.7565], [1.5086, -2.5170, -3.2612], [3.3459, -5.2737, -0.9423], [4.4560, -3.9394, -1.1224], [3.4627, -4.0907, 0.2793], [-3.3006, 3.1215, 2.3281], [-2.5599, 3.0430, 3.5112], [-1.4729, 2.2906, 3.2218], [-1.5446, 1.9340, 1.8711], [-2.6763, 2.4466, 1.3819], [-4.2052, 3.6158, 2.1924], [-2.8595, 3.5145, 4.4417], [-0.6420, 1.9835, 3.8606], [-3.0474, 2.3379, 0.3433]],
  "forces_ev_per_angstrom": [[0.2395, -0.9135, 1.0758], [0.6374, 0.2291, -0.6991], [0.2187, -0.1561, -0.8250], [-0.4809, 1.1723, 0.3170], [-0.2805, -0.2747, 0.7289], [-0.2336, 0.0951, -0.6292], [-0.0130, 0.4836, -0.1215], [0.4489, 0.0296, 0.0338], [-0.8796, -0.0460, -0.0611], [0.9430, 0.6025, -0.8444], [-0.8360, -0.7307, 0.1514], [-0.5722, 0.1304, -0.7691], [0.0149, 0.0326, -0.1151], [-0.1341, 0.1034, 0.2194], [2.3828, 0.3956, 3.0749], [-2.1000, -0.2556, -2.7756], [3.9808, -0.3879, 0.4048], [-0.6143, 0.4157, -0.2608], [-0.1455, -0.3860, -0.2169], [0.2740, 0.2085, 0.6710], [0.3109, -0.1878, 0.5708], [-0.0447, 0.2748, 0.3631], [-0.0362, 0.4690, -0.4369], [-0.0716, -0.0128, -0.0022], [-0.3319, 0.1369, -0.2154], [-0.0353, 0.0149, 0.1519], [-0.4518, 0.0854, 0.0909], [0.0125, -0.2009, -0.0368], [0.2209, 0.1540, 0.0803], [0.0023, 0.1229, -0.2596], [-0.1245, -0.1743, -0.2113], [-0.2769, 0.2755, -0.0528], [0.3175, 0.1059, 0.0748], [-0.2172, 0.0232, 0.3898], [-0.5243, 0.1928, 0.3447], [-0.2249, -0.1945, 0.0071], [0.2955, -0.1326, 0.2099], [-0.0572, 0.2084, -0.1813], [0.2027, -0.2973, -0.3779], [-0.3473, -0.2432, -0.0434], [-0.0423, 0.2343, 0.4128], [0.3643, -0.0055, 0.2643], [-0.1848, -0.4234, -0.2236], [-0.4351, 0.1192, 0.4472], [-0.2415, 0.4306, -0.2630], [0.0598, -0.0629, 0.3292], [0.1207, 0.0514, -0.1915], [-0.0242, -0.4194, -0.1688], [0.0534, 0.2939, -0.2457], [-0.3761, 0.0644, 0.3306], [-0.1317, -0.0526, 0.0648], [0.2210, 0.0386, 0.1497], [0.0620, 0.1678, -0.1071], [-0.0428, -0.4178, -0.1870], [0.0773, 0.2072, -0.1993], [0.1811, 0.1384, 0.1307], [-0.0020, -0.3957, -0.0945], [-0.3718, -0.0219, 0.1998], [-0.2026, -0.0813, 0.1461], [0.1434, -0.1188, 0.0927], [-0.1922, 0.1945, 0.1396], [0.0230, 0.0750, -0.2059], [0.1786, -0.2145, 0.0237], [0.2901, 0.5485, -0.2864], [-0.4445, 0.1778, 0.5271], [-0.1128, -0.3374, -0.3773], [-0.1639, 0.2693, -0.0854], [0.2207, -0.0526, 0.1024], [-0.1796, -0.2262, -0.1403], [-0.1780, -0.0200, 0.1633], [0.6267, -1.5669, 0.1548], [0.9854, -1.9846, -1.6943], [-2.8970, 0.4872, 1.9503], [0.7516, 0.3981, -0.0886], [-0.2967, -0.2040, 0.1066], [-0.0100, 0.4869, -1.5194], [1.2669, -0.6859, 0.7044], [0.4304, 0.2861, -0.3860], [0.5374, 0.0299, 0.2082], [0.1250, 0.5471, 0.1288], [-0.0020, -0.6143, 0.7560], [0.1270, -0.2969, 0.7393], [0.0322, 0.1192, -0.0889], [-0.3632, 0.3371, -0.5477], [-0.5018, 0.2018, -0.2630], [-0.5112, 0.3700, -0.5532], [-0.9827, 0.7780, 0.8032], [-0.4096, 0.1316, -0.2026], [0.2692, -0.0987, -0.4440], [-0.6087, 0.2103, -0.2466], [0.4268, -0.2082, -0.7484], [1.0098, -0.5047, 0.3185], [-0.0436, -0.1008, -0.3395], [-0.4482, 0.1845, -0.2793], [0.3481, 0.1680, 0.9581]],
  "homo_lumo_gap_ev": [5.3, 6.7],
  "charge": 3,
  "homo_ev": [-15.424, -16.587]
}

---

Entry 3:
{
  "formula": "C11H12N2PPt",
  "method": "the ωB97M-V functional and the def2-TZVPD basis",
  "species": ["C", "C", "C", "C", "C", "Pt", "P", "H", "H", "H", "H", "H", "H", "H", "H", "N", "C", "C", "C", "C", "N", "C", "C", "H", "H", "H", "H"],
  "coordinates": [[-0.9175, 2.1600, -2.1844], [-1.1802, 3.0244, -1.0461], [-1.8630, 2.2893, -0.0695], [-2.0638, 0.9562, -0.5272], [-1.5791, 0.8533, -1.8779], [0.4867, 0.7014, -1.2001], [2.5344, 1.2409, -1.7499], [-0.6274, 2.4593, -3.1841], [-0.9858, 4.0971, -1.0304], [-2.2616, 2.6857, 0.8552], [-1.8403, 0.1068, -2.6221], [-2.6828, 0.2020, -0.0498], [3.3842, 1.2783, -0.6027], [2.6754, 2.5694, -2.2966], [3.2376, 0.3629, -2.6443], [0.6734, -4.3848, 4.2443], [0.4799, -3.6263, 3.3690], [0.3241, -2.6729, 2.2946], [-0.5529, -1.5907, 2.3932], [-0.5557, -0.6280, 1.3832], [0.2165, -0.7445, 0.2758], [1.0050, -1.8347, 0.1379], [1.1016, -2.7903, 1.1451], [-1.2471, -1.4743, 3.2254], [-1.1599, 0.2740, 1.5121], [1.6039, -1.8986, -0.7700], [1.7944, -3.6158, 1.0197]],
  "forces_ev_per_angstrom": [[-0.9998, -1.3523, 0.4549], [-0.3402, -0.2930, -0.3664], [-0.0568, 0.0293, -0.3692], [-0.9246, 0.8293, -1.3968], [0.0537, 1.7491, 0.0869], [-0.0455, 0.8437, -0.7553], [-0.6253, -0.2230, 0.7017], [-0.0988, 0.1334, 0.1647], [0.1482, -0.3699, 0.1589], [0.2377, -0.0433, 0.0767], [0.1512, 0.0079, 0.3027], [0.3597, 0.1150, 0.0066], [0.4545, 0.2303, -0.7324], [0.5483, -0.7658, 0.1052], [0.0947, 0.7638, 0.3204], [-0.3474, 0.8415, -1.0323], [0.2048, 0.0155, 0.0852], [0.1737, -2.1211, 2.2434], [-0.9914, 2.1327, -0.9751], [-0.1241, -1.0573, 1.8926], [0.3821, 0.1756, -0.2081], [0.5330, -1.7755, 1.5770], [0.8077, 0.6501, -2.3232], [0.3325, -0.0075, -0.1070], [0.3771, -0.4884, -0.2166], [-0.2008, -0.0540, 0.2856], [-0.1044, 0.0337, 0.0200]],
  "homo_lumo_gap_ev": [4.2, 6.5],
  "charge": -1,
  "homo_ev": [-1.547, -3.874],
  "s2": 2.032,
  "multiplicity": 3
}

---

no.,energy (eV)
1,-117786.5059
2,-66466.2972
3,-27115.0268